1.
Below is C51H61AsN3O2S4SbV as an isolated structure at a distorted geometry, with properties calculated with ωB97M-V with the def2-TZVPD basis set.

Last column: Mulliken spin population.
Positions of all 124 atoms, in Å:
V1 0.0460 -0.2047 -0.6415  1.1126
C1 4.7882 -1.1399 -5.7535  -0.0001
C2 5.3915 -1.5147 -4.3947  -0.0011
C3 6.4162 -0.4422 -3.9911  0.0000
C4 6.1386 -2.8403 -4.5474  0.0000
C5 4.2888 -1.5822 -3.3387  -0.0030
C6 3.5356 -0.4249 -3.0619  0.0015
C7 2.5582 -0.4485 -2.0899  0.0192
N1 1.6236 0.5226 -1.7158  -0.0417
C8 1.4569 1.8187 -2.1922  0.0385
C9 2.3607 2.6717 -2.8086  0.0062
C10 1.9221 3.9240 -3.2776  -0.0058
C11 0.5805 4.2497 -3.1595  0.0068
C12 -0.3498 3.4252 -2.4971  -0.0180
C13 0.1466 2.2681 -1.9458  0.0031
O1 -0.5506 1.3892 -1.1612  -0.0271
C14 -1.8467 3.7567 -2.4587  -0.0008
C15 -2.5780 2.6968 -3.2990  0.0017
C16 -2.3955 3.7207 -1.0249  -0.0042
C17 -2.1423 5.1411 -3.0337  -0.0002
C18 2.9182 4.8546 -3.9758  0.0002
C19 3.4116 4.1850 -5.2683  -0.0005
C20 4.1257 5.1095 -3.0608  -0.0004
C21 2.3021 6.2057 -4.3394  -0.0001
C22 2.2985 -1.6562 -1.4071  -0.0092
O2 1.2156 -1.5489 -0.5691  -0.0318
C23 2.9862 -2.8098 -1.6767  -0.0141
C24 4.0020 -2.7400 -2.6504  -0.0004
C25 2.5836 -4.1453 -1.0344  -0.0200
C26 2.4078 -4.0024 0.4883  0.0031
C27 3.6259 -5.2362 -1.2809  0.0029
C28 1.2456 -4.5812 -1.6527  0.0176
H1 5.5726 -1.0947 -6.5177  0.0000
H2 4.2954 -0.1655 -5.7192  0.0000
H3 4.0479 -1.8823 -6.0639  0.0000
H4 7.2149 -0.3768 -4.7389  0.0000
H5 6.8660 -0.6882 -3.0252  0.0000
H6 5.9507 0.5420 -3.9035  0.0000
H7 6.9459 -2.7189 -5.2754  0.0000
H8 5.4795 -3.6353 -4.9070  0.0000
H9 6.5848 -3.1591 -3.6018  0.0000
H10 3.6773 0.4757 -3.6464  0.0010
H11 3.3960 2.3675 -2.9063  0.0018
H12 0.2329 5.1909 -3.5586  0.0008
H13 -2.4428 1.7008 -2.8713  -0.0004
H14 -2.1954 2.6844 -4.3234  0.0003
H15 -3.6512 2.9112 -3.3267  0.0000
H16 -2.3273 2.7277 -0.5869  0.0019
H17 -3.4503 4.0145 -1.0200  0.0000
H18 -1.8455 4.4205 -0.3895  0.0000
H19 -1.8689 5.2159 -4.0897  0.0000
H20 -1.6171 5.9252 -2.4782  0.0000
H21 -3.2150 5.3356 -2.9521  0.0000
H22 3.9430 3.2549 -5.0520  0.0001
H23 4.0955 4.8499 -5.8079  0.0000
H24 2.5691 3.9461 -5.9226  0.0001
H25 4.6219 4.1785 -2.7781  0.0003
H26 3.8159 5.6168 -2.1411  0.0001
H27 4.8609 5.7393 -3.5730  0.0000
H28 1.4987 6.0979 -5.0730  0.0001
H29 3.0696 6.8494 -4.7777  0.0000
H30 1.8978 6.7121 -3.4584  0.0001
H31 4.5580 -3.6381 -2.8738  0.0004
H32 3.3216 -3.6192 0.9532  0.0004
H33 2.1818 -4.9835 0.9234  0.0035
H34 1.5939 -3.3257 0.7363  0.0031
H35 4.6226 -4.9167 -0.9637  -0.0003
H36 3.6736 -5.5267 -2.3346  -0.0005
H37 3.3559 -6.1270 -0.7059  -0.0002
H38 0.4685 -3.8383 -1.4602  0.0073
H39 0.9199 -5.5372 -1.2222  -0.0028
H40 1.3411 -4.7008 -2.7352  0.0005
S1 -4.8324 -0.9973 0.0343  0.1241
Sb1 -2.7410 -1.7937 -0.0098  -0.0682
S2 -1.4685 -1.3749 -1.9469  -0.0499
S3 -1.2040 -0.5256 1.2482  -0.0384
S4 -2.6704 -4.0675 0.6321  0.9725
N2 2.9624 2.1310 0.6681  -0.0013
C29 2.9427 1.1422 1.6212  0.0070
C30 3.9765 1.0401 2.5648  0.0008
C31 3.9319 0.0165 3.4777  -0.0003
C32 2.8731 -0.8895 3.4417  -0.0018
C33 1.9024 -0.7043 2.4795  0.0075
N3 1.9196 0.2892 1.5844  -0.0132
H41 3.4934 2.9639 0.8498  0.0003
H42 2.1256 2.2447 0.1191  0.0061
H43 4.7841 1.7623 2.5614  0.0002
H44 4.7154 -0.0804 4.2212  0.0000
H45 2.8007 -1.7113 4.1409  0.0004
H46 1.0459 -1.3654 2.4250  -0.0015
C34 -4.9817 3.4855 3.0460  -0.0009
C35 -4.4168 2.2190 3.0750  0.0002
C36 -3.0816 2.0387 2.7330  0.0004
C37 -2.2777 3.1174 2.3626  0.0026
C38 -2.8697 4.3808 2.2997  -0.0002
C39 -4.2036 4.5657 2.6490  0.0002
As1 -0.4163 2.7592 1.7658  0.0025
C40 0.2323 4.6043 1.5920  -0.0008
C41 0.8438 4.9482 0.3888  0.0004
C42 1.3168 6.2414 0.1704  -0.0003
C43 1.1890 7.2019 1.1631  0.0001
C44 0.5867 6.8675 2.3747  0.0000
C45 0.1130 5.5809 2.5851  -0.0003
C46 0.3812 2.4030 3.5483  0.0011
C47 -0.1197 1.3503 4.3191  0.0007
C48 0.4733 0.9990 5.5242  0.0001
C49 1.5944 1.6817 5.9774  0.0001
C50 2.1250 2.7034 5.2047  -0.0001
C51 1.5300 3.0537 3.9960  -0.0001
H47 -6.0242 3.6276 3.3062  -0.0001
H48 -5.0171 1.3557 3.3385  0.0000
H49 -2.6865 1.0347 2.7186  -0.0015
H50 -2.3011 5.2374 1.9659  0.0000
H51 -4.6353 5.5588 2.5955  0.0000
H52 0.9407 4.2104 -0.3998  -0.0001
H53 1.7736 6.4902 -0.7808  0.0000
H54 1.5574 8.2083 0.9984  0.0000
H55 0.4827 7.6151 3.1527  0.0000
H56 -0.3542 5.3287 3.5310  -0.0001
H57 -0.9708 0.7803 3.9680  -0.0005
H58 0.0617 0.1808 6.1043  0.0000
H59 2.0565 1.4112 6.9197  0.0000
H60 3.0124 3.2301 5.5355  0.0000
H61 1.9740 3.8411 3.4013  0.0000

Molar mass in g/mol: 1124.0
Relative energy (zero: lowest compared OMol25 entry of this formula, charge and spin) in kcal per mole: 21.1
Net charge: -1
Multiplicity: 3
Frontier orbital gap (spin up / spin down) in eV: 6.74 / 4.24
E_HOMO (spin up / spin down) in eV: -4.53 / -4.62


2.
Below is a 7-piece molecular cluster, C27H67NO13 overall at a distorted geometry, with properties calculated with ωB97M-V with the def2-TZVPD basis set.

Last column: Mulliken spin population.
Positions of all 108 atoms, in Å:
C1 -0.9121 -1.4426 -4.8005  0.4944
O1 -2.2805 -1.3269 -4.3089  -0.2121
C2 -2.9743 -2.5670 -4.4561  -0.0428
C3 -4.1398 -2.6635 -3.4173  0.0097
O2 -3.8033 -3.3972 -2.2760  -0.0419
C4 -4.9447 -3.5276 -1.4021  0.0258
H1 -0.3714 -0.5131 -4.6224  -0.0970
H2 -0.7882 -1.7417 -5.8413  -0.0481
H3 -0.4812 -2.2259 -4.1769  0.0174
H4 -2.3051 -3.3734 -4.1560  0.0307
H5 -3.4026 -2.6277 -5.4566  -0.0233
H6 -5.0938 -3.0764 -3.7453  -0.0157
H7 -4.3111 -1.6224 -3.1436  0.0471
H8 -4.4992 -3.6848 -0.4197  0.0201
H9 -5.5482 -4.3966 -1.6644  -0.0067
H10 -5.6015 -2.6580 -1.3814  0.0014
C5 -0.1844 1.0310 5.1401  0.0713
O3 1.1902 1.2809 5.2881  -0.1574
C6 1.7261 2.1254 4.2730  0.1701
C7 1.0127 3.5280 4.2918  -0.0121
O4 -0.2078 3.4131 3.6178  -0.0571
C8 -1.0768 4.4617 3.8659  0.0927
H11 -0.8253 1.8859 5.3559  0.0308
H12 -0.4721 0.3117 5.9069  -0.0243
H13 -0.4614 0.6810 4.1457  0.0056
H14 1.5810 1.6395 3.3082  0.0236
H15 2.8115 2.1776 4.3591  0.0418
H16 1.6819 4.1537 3.7013  -0.0299
H17 0.9075 3.9300 5.2995  -0.0018
H18 -1.4752 4.5395 4.8775  -0.0064
H19 -2.0076 4.2163 3.3546  -0.0219
H20 -0.6145 5.3679 3.4746  0.0231
C9 4.2967 4.4578 1.3914  0.4197
O5 2.8620 4.5971 1.4078  -0.2269
C10 2.2408 3.8631 0.3373  -0.3880
C11 0.7814 4.2427 0.1656  0.1285
O6 0.7464 5.5645 -0.0044  -0.1446
C12 -0.6024 6.0254 -0.2663  0.1146
H21 4.6917 5.1420 2.1423  -0.0303
H22 4.8793 4.6937 0.5009  -0.0017
H23 4.6908 3.5196 1.7821  -0.0155
H24 2.3659 2.8020 0.5531  0.0867
H25 2.8242 3.9955 -0.5739  0.0228
H26 0.1458 3.8539 0.9611  0.0612
H27 0.3931 3.7026 -0.6979  0.0450
H28 -1.1211 5.5277 -1.0857  -0.0254
H29 -0.6652 7.0394 -0.6612  -0.0317
H30 -1.1897 5.9205 0.6460  0.0544
C13 3.5017 0.4595 -3.4796  0.7963
O7 4.3727 -0.2737 -2.6881  -0.6799
C14 5.2512 -1.2103 -3.3943  0.4048
C15 6.4151 -0.6085 -4.2039  0.1377
O8 7.4626 -1.5657 -4.5596  -0.2068
C16 8.5881 -1.1515 -5.2935  0.0660
H31 2.8705 1.0451 -2.8112  -0.1372
H32 2.9564 -0.0712 -4.2601  0.1514
H33 4.0071 1.2991 -3.9569  -0.0728
H34 4.6655 -1.8833 -4.0205  0.0225
H35 5.6877 -1.7543 -2.5567  0.0452
H36 6.7711 0.2949 -3.7086  0.0845
H37 6.0143 -0.2281 -5.1435  0.0727
H38 9.1559 -1.9808 -5.7154  -0.0183
H39 9.2326 -0.4834 -4.7222  -0.0160
H40 8.1545 -0.6052 -6.1312  -0.0004
C17 0.6665 -0.4753 -0.9885  -1.1738
O9 -0.2568 0.4321 -0.4271  0.0400
C18 -1.0150 -0.1501 0.5744  0.3316
C19 -1.7706 0.9363 1.4384  -0.3239
O10 -2.8823 1.4672 0.8330  -0.1040
C20 -2.6389 2.0148 -0.4162  0.3517
H41 1.3337 0.1127 -1.6187  0.5318
H42 0.0889 -1.2598 -1.4774  0.1448
H43 1.3446 -0.9698 -0.2929  -0.1322
H44 -0.3657 -0.6902 1.2634  0.0478
H45 -1.6742 -0.9489 0.2347  0.0400
H46 -1.1045 1.7264 1.7847  0.0013
H47 -2.1302 0.4674 2.3543  0.0221
H48 -3.4968 2.6032 -0.7415  0.0363
H49 -2.5191 1.1238 -1.0325  -0.0258
H50 -1.7217 2.5944 -0.3124  -0.0246
C21 3.1268 -5.4907 1.7532  0.5156
O11 1.7967 -5.3693 1.2580  -0.3130
C22 0.9168 -6.1700 1.9878  0.1049
C23 -0.4892 -6.2812 1.3187  0.0287
O12 -1.2237 -5.1844 0.8271  -0.1059
C24 -0.6285 -4.5025 -0.2706  0.0870
H51 3.1421 -5.1946 2.8021  -0.0335
H52 3.8361 -4.8792 1.1956  -0.0701
H53 3.3804 -6.5495 1.7007  -0.0312
H54 0.7773 -5.8329 3.0150  -0.0162
H55 1.4008 -7.1251 2.1917  0.0327
H56 -1.0505 -6.8058 2.0919  0.0037
H57 -0.4692 -7.0408 0.5372  0.0051
H58 -0.1342 -5.2007 -0.9460  0.0187
H59 0.0713 -3.7396 0.0707  0.0367
H60 -1.4073 -4.0583 -0.8905  -0.0600
C25 -5.7017 -0.9490 1.6971  0.0074
C26 -6.3267 0.3610 2.0555  0.0499
O13 -7.5449 0.4614 2.2511  -0.0280
N1 -5.4686 1.3535 2.2431  -0.0644
C27 -5.7559 2.7103 2.5632  0.0208
H61 -5.5716 -1.7095 2.4671  -0.0054
H62 -4.7350 -0.8160 1.2115  0.0142
H63 -6.3461 -1.4504 0.9751  0.0014
H64 -4.5379 1.1498 1.9079  -0.0033
H65 -6.3714 2.7587 3.4615  -0.0087
H66 -6.3063 3.1923 1.7553  0.0019
H67 -4.8130 3.2503 2.6491  0.0220

Molar mass in g/mol: 613.8
Relative energy (zero: lowest compared OMol25 entry of this formula, charge and spin) in kcal per mole: 19.1
Net charge: -1
Multiplicity: 2
Frontier orbital gap (spin up / spin down) in eV: 1.55 / 9.63
E_HOMO (spin up / spin down) in eV: 0.76 / -7.41


- Which formula does entry 1 have?
  C51H61AsN3O2S4SbV


- The highest multiplicity belongs to which entry?
  C51H61AsN3O2S4SbV


- The highest multiplicity belongs to which entry?
  C51H61AsN3O2S4SbV


- Among the records above, which one has the highest relative energy (zero: lowest compared OMol25 entry of this formula, charge and spin)?
  C51H61AsN3O2S4SbV